A gas-phase ion, C5H12NO (charge +1) at a distorted geometry, computed with wB97M-V/def2-TZVPD.

CARTESIAN COORDINATES (ANGSTROEM)
N  -1.579  0.130  -0.524
C  1.628  -0.713  -0.750
H  -0.108  0.376  2.484
H  -0.119  -1.771  -0.116
H  -1.951  -0.817  -0.491
C  1.576  0.656  -1.409
H  -1.836  -0.084  2.108
C  -0.421  0.251  0.419
H  -2.259  0.872  -0.379
H  -1.162  0.178  -1.471
H  2.637  -0.985  -0.440
O  0.727  0.874  -2.223
H  0.904  -1.281  1.229
H  2.260  1.460  -1.089
C  0.495  -0.980  0.276
H  -1.346  1.498  1.915
H  0.132  1.167  0.239
C  -0.965  0.493  1.848
H  1.386  -1.323  -1.627

As for the frontier orbital gap: 10.7939 eV. As for the SMILES: C[C@H]([NH3+])CCC=O. Its relative energy (zero: lowest compared OMol25 entry of this formula, charge and spin) is 64.4 kJ/mol. The HOMO energy comes out at -14.1544 eV. The total charge is +1.

Atomic partial charges in e from the natural (NBO) method, atoms 1 to 5: number 1, N, carries -0.68; number 2, C, carries -0.53; number 3, H, carries 0.25; number 4, H, carries 0.21; number 5, H, carries 0.44

A molecular structure, C38H53AsN5O10P2Pb at a distorted geometry, computed with wB97M-V/def2-TZVPD.

CARTESIAN COORDINATES (ANGSTROEM)
H  14.366  18.140  8.114
C  14.866  17.668  8.926
C  13.644  10.506  14.794
H  15.816  17.252  8.723
C  7.496  15.266  9.206
H  4.952  13.080  15.967
C  13.001  17.932  15.336
H  11.850  11.135  9.403
C  7.881  14.604  15.105
C  7.421  19.487  7.166
C  10.411  20.143  7.721
N  9.930  15.863  15.006
H  11.288  20.381  8.325
Pb  10.191  14.655  13.050
H  16.639  14.191  6.455
C  13.913  9.261  15.327
H  10.858  14.773  5.504
O  10.884  12.829  14.468
H  11.920  9.957  11.983
H  7.708  12.242  12.859
H  11.174  20.369  5.705
N  8.270  13.864  14.065
C  7.443  15.159  10.639
H  8.431  16.333  7.563
N  8.182  15.965  11.423
C  9.019  17.069  9.490
H  14.961  18.775  15.125
C  7.469  12.830  13.682
H  11.458  8.921  17.573
H  15.436  10.482  13.641
C  11.606  10.559  16.155
C  11.269  14.596  6.468
H  10.393  12.310  16.747
As  13.337  15.260  8.264
H  15.444  17.211  13.089
O  13.350  11.706  9.226
H  6.435  19.875  7.182
C  13.470  7.331  16.943
C  13.089  8.642  16.308
H  14.467  15.996  10.298
C  8.928  16.895  10.820
C  13.575  16.240  13.250
C  12.204  15.686  6.844
C  12.002  9.343  16.761
H  12.830  18.573  16.212
H  16.063  15.842  6.809
H  13.803  15.486  12.488
C  5.855  13.270  15.384
O  9.459  12.080  11.375
H  7.947  19.967  6.377
H  14.041  11.314  12.857
O  11.981  12.660  11.153
N  12.364  16.212  13.831
O  14.224  13.653  10.883
N  9.491  19.286  8.457
H  9.474  11.017  16.210
C  8.346  16.222  8.639
C  12.424  11.135  15.193
H  12.768  12.882  13.882
O  11.189  17.864  8.637
H  13.234  6.432  16.277
H  9.486  17.611  11.447
C  15.721  14.842  6.529
H  11.816  18.912  6.574
H  12.930  16.000  5.982
H  13.000  7.164  17.885
H  14.822  8.751  15.020
C  14.526  17.174  13.621
H  11.679  16.494  7.245
C  6.693  14.318  15.784
O  8.424  16.313  16.659
O  10.868  10.985  9.576
C  14.560  11.143  13.781
O  12.444  14.049  9.143
C  8.084  19.654  8.469
P  13.211  12.926  10.076
H  5.751  11.697  13.867
H  7.576  19.097  9.254
C  13.963  16.616  9.510
H  14.923  18.477  9.653
H  6.727  14.476  11.127
C  8.758  15.688  15.641
C  14.236  18.038  14.684
H  10.321  17.781  15.883
H  9.825  21.036  7.512
H  13.057  16.970  9.981
H  14.947  12.168  14.154
H  14.552  7.227  17.053
H  10.399  14.592  7.098
H  7.006  14.611  8.533
C  14.909  14.276  7.642
C  10.344  11.231  16.767
H  10.247  18.957  5.887
H  11.737  13.590  6.456
O  11.121  10.465  12.137
H  15.530  14.311  8.542
H  7.893  20.688  8.801
C  10.969  19.536  6.435
C  6.266  12.546  14.301
H  15.183  14.926  5.566
C  12.088  17.023  14.869
C  9.978  18.118  8.849
H  10.318  10.900  17.828
H  6.504  14.867  16.733
H  7.309  18.431  6.947
H  11.119  16.457  16.645
H  14.653  13.228  7.474
C  11.993  12.361  14.419
C  10.781  16.802  15.654
P  10.750  11.553  11.016

As for the frontier orbital gap: 8.6482 eV. Its relative energy (zero: lowest compared OMol25 entry of this formula, charge and spin) is 64.7 kJ/mol. The HOMO energy comes out at -10.6728 eV. The total charge is +1.

Atomic partial charges in e from the Mulliken method, atoms 1 to 5: number 1, H, carries 0.30; number 2, C, carries -1.59; number 3, C, carries 0.61; number 4, H, carries 0.43; number 5, C, carries -1.34

C4H6O2 in the gas phase, computed with wB97M-V/def2-TZVPD.

CARTESIAN COORDINATES (ANGSTROEM)
O  0.695  -0.192  1.716
H  -2.043  0.255  -0.863
H  1.189  1.854  -0.476
H  2.047  -1.020  0.271
C  0.047  -0.137  -0.589
O  0.386  1.205  1.412
C  1.161  -0.401  0.381
H  -1.619  -0.397  0.732
H  -1.643  -1.466  -0.688
C  -1.400  -0.458  -0.337
C  0.780  1.002  0.056
H  0.401  -0.246  -1.615

As for the frontier orbital gap: 10.3027 eV. As for the SMILES: C[C@H]1[C@H]2OO[C@@H]12. Its relative energy (zero: lowest compared OMol25 entry of this formula, charge and spin) is 506.5 kJ/mol. The HOMO energy comes out at -9.2776 eV. The total charge is 0.

Atomic partial charges in e from the natural (NBO) method, atoms 1 to 5: number 1, O, carries -0.24; number 2, H, carries 0.21; number 3, H, carries 0.21; number 4, H, carries 0.21; number 5, C, carries -0.27

A molecular structure, C27H51CrF5N5OSb2SeTe, computed with wB97M-V/def2-TZVPD.

CARTESIAN COORDINATES (ANGSTROEM)
H  0.058  -2.756  3.616
C  -0.411  2.134  2.447
H  1.963  0.145  4.343
H  1.873  -2.704  -2.425
C  4.088  0.272  -1.280
H  0.127  3.566  3.943
H  3.736  0.395  1.737
H  3.990  -3.601  -3.496
C  -3.074  1.623  -0.908
C  -0.976  -2.599  3.309
H  -2.334  4.226  -2.625
H  3.465  2.263  -0.611
Se  0.311  -4.008  -0.478
N  -1.772  1.424  -1.007
F  -2.008  -1.498  -5.000
H  -4.589  -0.935  -0.222
C  2.678  0.679  1.731
C  -1.809  -2.638  -0.215
N  -3.438  2.754  -1.520
H  -1.623  -1.294  5.519
H  -5.337  3.113  -0.729
N  -2.606  -1.567  -0.104
H  -2.014  3.552  2.657
H  -3.431  -1.569  3.906
C  3.464  1.257  -4.799
C  -3.613  -4.158  -0.667
H  -0.253  3.920  1.235
Cr  -0.919  -0.466  -0.707
H  4.395  -2.604  -2.105
H  3.261  -1.970  1.588
H  2.546  2.365  -3.146
H  4.583  -1.968  -3.745
C  -1.280  2.481  -1.737
H  1.301  2.268  3.810
C  2.192  -0.720  3.721
H  -2.380  1.989  3.377
H  5.151  1.878  -0.299
H  2.038  -2.123  -4.067
H  -0.232  2.570  -1.961
C  -2.232  -3.968  -0.532
H  1.396  1.595  -4.254
C  -4.442  -3.046  -0.541
H  -0.100  -0.533  5.080
C  -1.901  2.472  2.525
Sb  -0.254  0.010  1.906
N  -1.251  -4.856  -0.701
H  3.201  0.435  -5.464
H  0.242  2.472  0.362
F  -1.801  1.019  -5.322
F  -2.543  -0.565  -2.682
H  -5.308  2.726  -2.469
H  1.692  -1.591  4.139
C  -2.306  3.313  -2.057
C  4.340  1.754  -1.017
H  1.300  3.173  1.579
C  0.235  2.488  3.786
H  4.035  -0.309  -0.361
H  -3.772  0.964  -0.422
H  2.394  0.944  0.715
C  -2.898  -1.033  3.115
H  4.901  -0.154  -1.870
H  -4.010  -5.136  -0.896
H  4.429  1.037  -4.338
C  -1.152  -0.604  4.813
H  2.583  1.561  2.362
H  -2.442  2.193  1.619
H  3.269  -0.900  3.798
H  -1.606  -3.185  3.984
C  3.953  -2.585  -3.102
H  -3.168  -1.490  2.167
O  0.852  0.209  -1.235
C  -3.929  -1.787  -0.299
H  -3.259  -0.003  3.122
F  0.417  -0.694  -5.213
H  4.634  2.272  -1.929
H  -1.098  -3.007  2.305
C  -1.400  -1.133  3.400
Sb  2.318  -0.121  -2.387
N  -0.496  -2.403  -0.110
C  2.506  -2.114  -3.086
C  0.260  2.960  1.337
H  -5.511  -3.154  -0.652
F  -0.362  -1.790  -2.965
H  2.008  -1.601  0.384
C  2.363  1.486  -3.767
H  3.595  2.149  -5.411
Te  -1.071  -0.235  -4.024
C  -4.798  3.252  -1.664
H  -0.237  1.989  4.628
C  2.198  -1.746  1.451
H  -4.759  4.313  -1.893
H  1.632  -2.617  1.783
C  1.853  -0.491  2.249
H  -1.617  0.369  4.963

As for the frontier orbital gap (alpha / beta): 5.2754 / 8.1606 eV. As for the multiplicity: 5. The HOMO energy (alpha / beta) comes out at -9.0117 / -11.3897 eV. The total charge is +1.

Atomic partial charges in e from the natural (NBO) method, atoms 1 to 5: number 1, H, carries 0.21; number 2, C, carries -0.38; number 3, H, carries 0.21; number 4, H, carries 0.25; number 5, C, carries -0.80

3 unconnected molecules or ions with the total composition C4H13NO at a distorted geometry, computed with wB97M-V/def2-TZVPD.

CARTESIAN COORDINATES (ANGSTROEM)
N  0.203  -1.350  -0.164
H  -0.269  0.343  2.798
H  1.196  0.250  0.848
H  -1.332  0.826  -0.827
C  -0.607  -0.146  1.872
H  1.265  2.243  -0.257
H  -1.062  0.686  1.323
H  0.644  -1.069  -2.184
H  -1.912  -0.600  -1.734
H  1.681  0.842  -0.957
C  0.606  -0.628  1.093
H  -1.085  0.690  -2.570
H  -1.323  -0.933  2.107
H  0.937  0.332  -1.088
H  1.181  -1.337  1.691
C  -1.113  0.124  -1.629
C  0.214  -0.536  -1.336
H  0.858  -2.115  -0.286
O  0.483  2.095  0.312

As for the frontier orbital gap: 6.2527 eV. Its relative energy (zero: lowest compared OMol25 entry of this formula, charge and spin) is 630.7 kJ/mol. The HOMO energy comes out at -8.0911 eV. The total charge is 0.

Atomic partial charges in e from the natural (NBO) method, atoms 1 to 5: number 1, N, carries -0.55; number 2, H, carries 0.22; number 3, H, carries 0.25; number 4, H, carries 0.27; number 5, C, carries -0.62

2 unconnected molecules or ions with the total composition C4H9NO2 at a distorted geometry, computed with wB97M-V/def2-TZVPD.

CARTESIAN COORDINATES (ANGSTROEM)
H  -0.632  1.256  2.355
H  0.645  0.987  -0.376
C  -0.177  1.335  0.250
H  1.036  1.722  1.988
H  -0.389  2.391  0.099
H  -2.160  -1.018  -1.205
H  -0.294  -0.511  -1.507
N  -1.324  0.488  -0.125
H  0.541  0.020  1.768
C  0.229  1.057  1.701
H  -2.046  0.430  0.588
C  1.473  -1.911  -1.129
O  1.123  -1.630  -2.290
H  2.144  -2.800  -1.051
O  1.095  -1.361  -0.065
C  -1.262  -0.457  -1.001

As for the frontier orbital gap: 7.8067 eV. Its relative energy (zero: lowest compared OMol25 entry of this formula, charge and spin) is 267.0 kJ/mol. The HOMO energy comes out at -8.3512 eV. The total charge is 0.

Atomic partial charges in e from the natural (NBO) method, atoms 1 to 5: number 1, H, carries 0.19; number 2, H, carries 0.26; number 3, C, carries -0.24; number 4, H, carries 0.23; number 5, H, carries 0.21

A gas-phase ion, C4H11N2O2 (charge -1) at a distorted geometry, computed with wB97M-V/def2-TZVPD.

CARTESIAN COORDINATES (ANGSTROEM)
H  2.909  1.393  1.617
H  1.693  -0.784  0.493
H  -1.060  -2.025  -2.774
C  -0.792  -0.254  0.109
H  0.443  2.594  1.544
H  -0.662  -1.065  0.805
C  -1.345  -1.951  -1.690
C  0.263  0.829  0.368
H  -0.919  0.050  -1.810
C  1.721  0.292  0.622
H  -0.750  1.410  2.062
H  -1.002  -2.781  -1.011
H  0.358  1.496  -0.572
N  -0.237  1.882  1.331
O  2.284  0.700  1.845
N  -0.589  -0.722  -1.243
H  2.223  0.674  -0.267
O  -2.693  -1.892  -1.664
H  -1.845  0.155  0.234

As for the frontier orbital gap: 5.2767 eV. As for the SMILES: N[C@@H](CO)CNC[O-]. Its relative energy (zero: lowest compared OMol25 entry of this formula, charge and spin) is 388.4 kJ/mol. The HOMO energy comes out at -2.2793 eV. The total charge is -1.

Atomic partial charges in e from the natural (NBO) method, atoms 1 to 5: number 1, H, carries 0.46; number 2, H, carries 0.18; number 3, H, carries 0.08; number 4, C, carries -0.24; number 5, H, carries 0.36

A molecular structure, C3HFNO2S at a distorted geometry, computed with wB97M-V/def2-TZVPD.

CARTESIAN COORDINATES (ANGSTROEM)
H  0.950  0.211  -0.004
F  -3.343  -1.801  -0.055
S  -1.019  1.485  0.009
C  -2.812  0.564  0.009
C  -2.498  -0.725  0.022
O  -0.072  -2.228  0.075
N  -0.053  0.069  -0.052
O  -3.766  1.317  0.035
C  -0.585  -1.141  0.016

As for the frontier orbital gap: 6.7375 eV. Its relative energy (zero: lowest compared OMol25 entry of this formula, charge and spin) is 159.2 kJ/mol. The HOMO energy comes out at -3.3932 eV. The total charge is -1.

Atomic partial charges in e from the natural (NBO) method, atoms 1 to 5: number 1, H, carries 0.39; number 2, F, carries -0.36; number 3, S, carries 0.12; number 4, C, carries 0.30; number 5, C, carries 0.01

5 unconnected molecules or ions with the total composition C6H22INO5 at a distorted geometry, computed with wB97M-V/def2-TZVPD.

CARTESIAN COORDINATES (ANGSTROEM)
H  -4.471  2.126  0.014
H  -0.519  0.864  0.511
H  -2.879  -4.883  -0.553
H  5.784  -0.350  -2.526
H  -1.380  5.248  2.031
H  0.016  -0.601  0.781
O  -0.955  -4.706  1.202
O  -1.785  4.538  1.528
H  -3.317  5.711  1.783
C  4.710  1.535  -2.629
C  4.860  0.058  -2.116
H  -2.775  -6.556  -0.853
H  -1.061  -5.119  2.062
H  -4.141  3.216  2.125
O  3.760  -0.719  -2.493
H  3.998  -1.551  -2.077
H  0.981  0.376  -0.123
H  4.557  1.526  -3.709
O  3.733  2.346  -1.961
C  -2.623  -5.822  -0.062
C  -4.063  3.689  1.146
C  -1.163  -5.833  0.332
H  0.802  0.598  1.517
H  4.983  0.046  -1.033
H  -0.870  -6.685  0.945
H  -5.087  4.046  1.027
N  0.338  0.349  0.655
H  -3.093  5.330  0.111
I  3.105  0.155  6.032
O  -3.705  2.679  0.180
H  5.628  2.121  -2.652
C  -3.094  4.886  1.106
H  -0.507  -5.645  -0.518
H  -3.253  -6.000  0.810
H  3.486  3.026  -2.592

As for the frontier orbital gap: 3.9626 eV. Its relative energy (zero: lowest compared OMol25 entry of this formula, charge and spin) is 0.0 kJ/mol. The HOMO energy comes out at -5.4231 eV. The total charge is 0.

Atomic partial charges in e from the natural (NBO) method, atoms 1 to 5: number 1, H, carries 0.47; number 2, H, carries 0.46; number 3, H, carries 0.21; number 4, H, carries 0.17; number 5, H, carries 0.48

C3H6N4 in the gas phase at a distorted geometry, computed with wB97M-V/def2-TZVPD.

CARTESIAN COORDINATES (ANGSTROEM)
H  -1.977  0.191  0.854
N  2.117  0.921  -0.496
H  -1.005  1.229  -0.235
N  2.054  -1.054  0.451
H  4.080  1.051  -0.382
H  0.010  -1.597  0.220
H  -0.672  -0.810  -1.312
H  -0.471  0.709  1.355
C  1.275  -0.175  -0.193
N  3.293  0.534  -0.074
C  -1.013  0.380  0.423
N  3.308  -0.602  0.546
C  -0.290  -0.720  -0.308

As for the frontier orbital gap: 11.6230 eV. As for the SMILES: CCc1nn[nH]n1. Its relative energy (zero: lowest compared OMol25 entry of this formula, charge and spin) is 257.4 kJ/mol. The HOMO energy comes out at -10.4450 eV. The total charge is 0.

Atomic partial charges in e from the natural (NBO) method, atoms 1 to 5: number 1, H, carries 0.22; number 2, N, carries -0.29; number 3, H, carries 0.21; number 4, N, carries -0.32; number 5, H, carries 0.41

A gas-phase ion, C3H5N2O (charge +1) at a distorted geometry, computed with wB97M-V/def2-TZVPD.

CARTESIAN COORDINATES (ANGSTROEM)
H  -0.535  1.461  -0.625
H  -0.485  1.144  0.961
H  -2.835  -0.983  0.170
O  -2.373  -0.188  -0.113
H  1.878  -2.086  0.028
C  1.194  0.089  -0.057
C  -0.201  0.636  0.052
C  1.039  -1.262  0.014
N  -0.989  -0.578  0.103
H  2.044  0.694  -0.202
N  -0.213  -1.670  0.037

As for the frontier orbital gap: 8.9241 eV. As for the SMILES: O[N+]1=NC=CC1. Its relative energy (zero: lowest compared OMol25 entry of this formula, charge and spin) is 502.6 kJ/mol. The HOMO energy comes out at -15.7188 eV. The total charge is +1.

Atomic partial charges in e from the natural (NBO) method, atoms 1 to 5: number 1, H, carries 0.34; number 2, H, carries 0.33; number 3, H, carries 0.51; number 4, O, carries -0.41; number 5, H, carries 0.29